Entry 1:
{"formula": "C26H26N2OS2", "method": "the ωB97M-V functional and the def2-TZVPD basis", "homo_ev": -6.994, "e_tot_ha": -1987.39582, "gap_ha": 0.17564, "lumo_energy_ev": -2.21, "symbols": ["C", "C", "N", "C", "S", "S", "C", "C", "O", "H", "H", "H", "H", "H", "H", "H", "H", "C", "N", "C", "C", "C", "C", "C", "C", "C", "C", "C", "C", "C", "C", "C", "C", "C", "C", "C", "C", "C", "C", "H", "H", "H", "H", "H", "H", "H", "H", "H", "H", "H", "H", "H", "H", "H", "H", "H", "H"], "coordinates": [[-4.19, -0.07, 3.36], [-2.71, 0.14, 3.66], [-2.20, 1.17, 2.74], [-0.83, 1.18, 2.43], [0.02, -0.27, 2.24], [-0.02, 2.64, 2.22], [-2.87, 2.44, 3.06], [-4.34, 2.27, 2.72], [-4.95, 1.14, 3.33], [-4.30, -0.62, 2.41], [-4.66, -0.65, 4.17], [-2.65, 0.51, 4.71], [-2.13, -0.78, 3.53], [-2.80, 2.64, 4.15], [-2.41, 3.25, 2.47], [-4.92, 3.13, 3.10], [-4.45, 2.23, 1.61], [3.95, -5.26, -1.18], [3.97, -4.01, -1.90], [4.47, -4.12, -3.27], [3.04, -3.02, -1.56], [3.18, -2.32, -0.33], [2.40, -1.20, -0.09], [1.30, -0.89, -0.92], [0.53, 0.31, -0.73], [-0.87, 0.47, -1.04], [-1.20, 1.87, -1.00], [-2.45, 2.33, -1.36], [-3.42, 1.39, -1.72], [-3.13, 0.02, -1.70], [-1.85, -0.46, -1.39], [0.02, 2.60, -0.67], [1.07, 1.63, -0.49], [2.37, 2.07, -0.24], [2.61, 3.45, -0.21], [1.58, 4.38, -0.43], [0.27, 3.96, -0.63], [1.03, -1.74, -2.02], [1.95, -2.70, -2.40], [3.62, -5.07, -0.15], [3.25, -5.98, -1.64], [4.95, -5.72, -1.16], [4.69, -3.12, -3.65], [5.40, -4.70, -3.28], [3.75, -4.61, -3.94], [3.96, -2.64, 0.37], [2.58, -0.59, 0.80], [-2.63, 3.40, -1.37], [-4.41, 1.73, -2.03], [-3.92, -0.69, -1.95], [-1.60, -1.52, -1.40], [3.16, 1.34, -0.07], [3.62, 3.81, -0.02], [1.81, 5.45, -0.43], [-0.57, 4.65, -0.76], [0.14, -1.58, -2.63], [1.83, -3.26, -3.34]], "mulliken_charge": [-0.558, -0.573, 0.265, 0.127, -0.392, -0.255, -0.607, -0.524, -0.366, 0.296, 0.309, 0.237, 0.436, 0.291, 0.417, 0.316, 0.258, -0.968, 0.110, -1.003, 0.326, -0.853, -0.441, 0.783, -0.238, 0.125, 0.335, -0.197, -0.738, -0.953, -0.279, -0.857, 1.199, -0.326, -0.905, -0.762, 0.023, -0.905, -0.541, 0.326, 0.290, 0.301, 0.323, 0.313, 0.340, 0.432, 0.623, 0.413, 0.424, 0.395, 0.712, 0.500, 0.395, 0.396, 0.396, 0.536, 0.277]}

---

Entry 2:
{"formula": "C44H45Cl5N6O5STi", "method": "the ωB97M-V functional and the def2-TZVPD basis", "multiplicity": 3, "total_charge": -2, "homo_ev": [0.475, -3.111], "e_tot_ha": -5957.29171, "s2": 2.016, "gap_ha": [0.12460, 0.25639], "de_lowest_ev": 0.4776, "lumo_energy_ev": [3.87, 3.87], "symbols": ["Ti", "O", "C", "C", "C", "N", "C", "C", "C", "O", "O", "C", "O", "O", "H", "H", "H", "C", "C", "C", "C", "C", "C", "C", "N", "C", "N", "C", "C", "C", "C", "C", "C", "C", "N", "C", "C", "C", "C", "C", "C", "C", "H", "H", "H", "H", "H", "H", "H", "H", "H", "H", "H", "H", "H", "H", "H", "H", "H", "H", "H", "H", "H", "H", "Cl", "C", "C", "C", "Cl", "C", "Cl", "C", "Cl", "C", "Cl", "C", "C", "C", "C", "N", "C", "S", "N", "C", "C", "C", "C", "H", "H", "H", "H", "H", "H", "H", "H", "H", "H", "H", "H", "H", "H", "H", "H", "H", "H", "H", "H"], "coordinates": [[0.06, 0.41, -0.04], [5.51, 3.19, -0.96], [4.30, 2.54, -0.80], [4.24, 1.17, -0.81], [2.96, 0.56, -0.62], [1.88, 1.38, -0.47], [1.96, 2.68, -0.42], [3.17, 3.36, -0.62], [0.64, 3.29, 0.00], [0.50, 4.50, 0.12], [-0.25, 2.39, 0.28], [2.63, -0.83, -0.49], [3.45, -1.76, -0.59], [1.33, -1.05, -0.26], [6.18, 2.51, -1.06], [5.12, 0.55, -0.92], [3.24, 4.44, -0.58], [-0.42, -2.83, 4.57], [-0.84, -1.87, 5.64], [-1.51, -2.34, 6.77], [-1.87, -1.51, 7.82], [-1.56, -0.16, 7.76], [-0.92, 0.34, 6.63], [-0.56, -0.50, 5.58], [0.12, 0.05, 4.48], [-0.30, -0.02, 3.15], [-1.57, -0.45, 3.00], [-2.28, -0.93, 1.86], [-1.78, -0.80, 0.56], [-2.59, -1.40, -0.42], [-3.79, -2.04, -0.15], [-4.25, -2.10, 1.16], [-3.51, -1.55, 2.19], [-4.02, -1.61, 3.61], [0.49, 0.33, 2.20], [1.80, 0.77, 2.58], [2.00, 2.13, 2.78], [3.27, 2.62, 3.06], [4.33, 1.73, 3.16], [4.12, 0.37, 2.98], [2.86, -0.14, 2.69], [2.66, -1.62, 2.50], [-0.28, -3.83, 4.99], [0.52, -2.51, 4.10], [-1.15, -2.90, 3.76], [-1.74, -3.40, 6.82], [-2.39, -1.91, 8.68], [-1.82, 0.51, 8.57], [-0.70, 1.40, 6.55], [0.84, 0.74, 4.65], [-2.07, -0.52, 3.87], [-2.26, -1.36, -1.45], [-4.36, -2.49, -0.95], [-5.20, -2.58, 1.39], [-4.98, -2.12, 3.63], [-4.16, -0.62, 4.05], [-3.35, -2.16, 4.28], [1.16, 2.80, 2.65], [3.42, 3.68, 3.17], [5.33, 2.10, 3.35], [4.95, -0.32, 3.04], [3.48, -2.03, 1.91], [1.74, -1.84, 1.97], [2.65, -2.13, 3.48], [-2.94, 1.91, -1.06], [-1.93, 1.45, -2.40], [-0.74, 0.74, -2.19], [-0.11, 0.38, -3.39], [1.38, -0.55, -3.35], [-0.57, 0.70, -4.66], [0.28, 0.20, -6.09], [-1.74, 1.43, -4.80], [-2.34, 1.84, -6.38], [-2.43, 1.80, -3.66], [-3.90, 2.71, -3.84], [0.51, -3.68, -7.05], [0.49, -3.63, -5.53], [-0.70, -4.40, -4.96], [-0.84, -4.35, -3.44], [0.32, -4.95, -2.80], [0.58, -4.78, -1.47], [-0.58, -4.28, -0.40], [1.86, -5.08, -1.12], [2.42, -4.68, 0.16], [3.85, -5.20, 0.32], [4.96, -4.41, -0.39], [4.88, -4.40, -1.91], [1.38, -3.15, -7.46], [-0.38, -3.22, -7.47], [0.55, -4.72, -7.42], [0.44, -2.60, -5.20], [1.43, -4.02, -5.14], [-0.66, -5.45, -5.29], [-1.62, -3.99, -5.38], [-1.74, -4.90, -3.15], [-0.97, -3.33, -3.08], [1.11, -5.12, -3.40], [2.53, -5.14, -1.87], [1.80, -5.10, 0.95], [2.38, -3.59, 0.25], [3.88, -6.25, 0.00], [4.08, -5.21, 1.39], [5.93, -4.82, -0.07], [4.93, -3.37, -0.05], [4.78, -5.42, -2.32], [5.78, -3.96, -2.35], [4.04, -3.78, -2.24]], "lowdin_spin": [0.934, 0.006, 0.062, 0.127, 0.204, 0.063, 0.029, 0.170, 0.005, 0.007, -0.005, 0.125, 0.119, 0.025, 0.000, 0.011, 0.016, 0.000, 0.000, 0.000, 0.000, 0.000, 0.000, 0.000, 0.000, 0.002, 0.001, 0.001, 0.005, 0.005, 0.000, 0.001, 0.000, 0.000, 0.008, 0.006, 0.005, 0.009, 0.003, 0.005, 0.003, 0.002, 0.000, 0.000, 0.000, 0.000, 0.000, 0.000, 0.000, 0.000, 0.000, 0.001, 0.000, 0.000, 0.000, 0.000, 0.000, 0.000, 0.002, 0.000, 0.001, 0.001, 0.000, 0.000, 0.002, 0.007, 0.006, 0.008, 0.005, -0.001, -0.001, 0.009, 0.003, -0.001, -0.001, 0.000, 0.000, 0.000, 0.000, 0.000, 0.000, 0.000, 0.000, 0.000, 0.000, 0.000, 0.001, 0.000, 0.000, 0.000, 0.000, 0.000, 0.000, 0.000, 0.000, 0.000, 0.000, 0.000, 0.000, 0.000, 0.000, 0.000, 0.000, 0.000, 0.000, 0.000, 0.001]}

---

Entry 3:
{"formula": "C4H9NO", "method": "the ωB97M-V functional and the def2-TZVPD basis", "homo_ev": -9.363, "e_tot_ha": -287.71228, "gap_ha": 0.38121, "de_lowest_ev": 3.2701, "lumo_energy_ev": 1.01, "symbols": ["C", "C", "O", "C", "C", "N", "H", "H", "H", "H", "H", "H", "H", "H", "H"], "coordinates": [[0.32, 0.92, 1.52], [0.71, -0.17, 0.56], [0.31, -1.46, 0.91], [0.09, 0.25, -0.79], [-0.30, -0.79, -1.76], [-1.32, -0.08, -0.99], [0.58, 0.35, 2.68], [0.80, 1.89, 1.30], [-0.77, 1.07, 1.58], [1.80, -0.22, 0.45], [-0.53, -1.16, 1.58], [0.46, 1.20, -1.19], [-0.16, -1.83, -1.47], [-0.20, -0.58, -2.83], [-1.79, 0.62, -1.55]], "mulliken_charge": [-1.375, 0.092, -0.566, -0.100, -0.356, -0.562, 0.264, 0.375, 0.422, 0.271, 0.395, 0.412, 0.214, 0.278, 0.236]}

---

Entry 4:
{"formula": "C7H13NO", "method": "the ωB97M-V functional and the def2-TZVPD basis", "multiplicity": 3, "homo_ev": [-6.093, -9.370], "e_tot_ha": -404.21712, "s2": 2.007, "gap_ha": [0.25784, 0.31033], "de_lowest_ev": 3.3123, "lumo_energy_ev": [0.92, -0.93], "symbols": ["C", "C", "C", "C", "C", "C", "C", "N", "O", "H", "H", "H", "H", "H", "H", "H", "H", "H", "H", "H", "H", "H"], "coordinates": [[0.01, -0.42, 1.13], [-0.38, 1.05, -0.94], [-0.66, -0.39, -0.23], [1.71, 1.03, 0.22], [-0.14, -1.55, -1.12], [-2.19, -0.58, -0.38], [2.61, 1.73, 1.17], [0.98, 1.62, -0.77], [1.98, 0.65, -1.00], [-0.47, 0.27, 1.96], [0.66, -1.16, 1.41], [-0.49, 0.92, -2.03], [-1.00, 1.87, -0.43], [-0.32, -1.32, -2.15], [-0.62, -2.42, -0.71], [0.86, -1.89, -1.08], [-2.73, 0.40, -0.34], [-2.55, -1.27, 0.41], [-2.28, -0.91, -1.45], [1.92, 2.15, 1.91], [3.33, 2.48, 0.72], [3.26, 1.09, 1.67]], "lowdin_spin": [0.755, 0.050, 0.083, 0.614, 0.003, 0.036, 0.103, 0.053, 0.179, 0.028, 0.049, 0.003, 0.000, 0.000, 0.002, 0.000, 0.000, 0.004, 0.004, 0.000, 0.030, 0.004]}

---

Entry 5:
{"formula": "C22H31PtS2SbTe", "method": "the ωB97M-V functional and the def2-TZVPD basis", "homo_ev": -6.514, "e_tot_ha": -2280.83743, "gap_ha": 0.22965, "de_lowest_ev": 1.1373, "lumo_energy_ev": -0.27, "symbols": ["Pt", "C", "C", "S", "C", "C", "S", "H", "H", "H", "H", "H", "H", "Te", "C", "C", "C", "C", "C", "C", "C", "C", "C", "C", "C", "C", "H", "H", "H", "H", "H", "H", "H", "H", "H", "H", "C", "C", "Sb", "C", "C", "C", "C", "H", "H", "H", "H", "H", "H", "H", "H", "H", "H", "H", "H", "H", "H", "H"], "coordinates": [[0.71, 0.88, 2.26], [2.07, -1.08, 6.22], [2.01, -0.42, 4.86], [0.43, 0.21, 4.42], [3.05, -0.30, 4.04], [4.44, -0.80, 4.33], [2.90, 0.49, 2.48], [1.11, -1.01, 6.72], [2.81, -0.60, 6.86], [2.32, -2.14, 6.13], [4.52, -1.16, 5.35], [5.18, 0.00, 4.19], [4.71, -1.61, 3.65], [-1.43, -1.06, 2.09], [-2.18, -2.06, 0.38], [-3.14, -3.05, 0.56], [-3.64, -3.75, -0.53], [-3.19, -3.45, -1.81], [-2.24, -2.46, -2.00], [-1.74, -1.76, -0.91], [0.08, -2.49, 2.45], [-0.05, -3.33, 3.55], [0.93, -4.27, 3.82], [2.04, -4.38, 2.99], [2.17, -3.54, 1.89], [1.19, -2.59, 1.63], [-3.49, -3.29, 1.56], [-4.38, -4.52, -0.38], [-3.58, -4.00, -2.66], [-1.89, -2.22, -2.99], [-1.00, -0.98, -1.06], [-0.90, -3.23, 4.21], [0.83, -4.92, 4.68], [2.81, -5.12, 3.20], [3.04, -3.61, 1.25], [1.32, -1.92, 0.79], [-0.71, 3.94, -0.51], [-0.33, 2.65, -1.23], [1.18, 1.59, -0.15], [2.88, 2.85, -0.42], [3.21, 3.22, -1.86], [1.61, -0.05, -1.47], [1.30, 0.18, -2.94], [-1.49, 4.48, -1.05], [0.15, 4.62, -0.41], [-1.08, 3.74, 0.50], [0.04, 2.85, -2.24], [-1.19, 1.98, -1.32], [3.71, 2.32, 0.05], [2.69, 3.73, 0.19], [3.48, 2.35, -2.45], [4.05, 3.92, -1.90], [2.36, 3.70, -2.36], [1.04, -0.89, -1.08], [2.67, -0.28, -1.31], [0.23, 0.37, -3.10], [1.56, -0.69, -3.54], [1.84, 1.03, -3.36]], "mulliken_charge": [0.548, -1.779, 0.476, -0.461, 0.734, -1.503, -0.621, 0.438, 0.405, 0.310, 0.372, 0.341, 0.267, 0.380, -0.250, -0.432, -0.623, -0.446, -0.581, 0.324, 0.446, -0.759, -0.599, -0.527, -0.572, 0.180, 0.405, 0.370, 0.377, 0.414, 0.189, 0.399, 0.404, 0.396, 0.428, 0.112, -1.231, -0.704, 0.634, -0.769, -1.087, -0.438, -1.224, 0.369, 0.307, 0.309, 0.463, 0.393, 0.430, 0.481, 0.262, 0.410, 0.255, 0.057, 0.585, 0.243, 0.431, 0.264]}

---

Entry 6:
{"formula": "C4H10N", "method": "the ωB97M-V functional and the def2-TZVPD basis", "total_charge": 1, "homo_ev": -14.366, "e_tot_ha": -212.81469, "gap_ha": 0.38880, "de_lowest_ev": 2.8753, "lumo_energy_ev": -3.79, "symbols": ["C", "C", "C", "C", "N", "H", "H", "H", "H", "H", "H", "H", "H", "H", "H"], "coordinates": [[-2.17, 0.38, -0.73], [-0.74, -0.33, -0.83], [0.29, -0.11, -0.01], [0.36, 0.48, 1.43], [1.59, -0.64, -0.53], [-2.65, -0.56, -0.65], [-2.11, 0.99, 0.18], [-0.66, -0.20, -1.88], [-2.68, 0.68, -1.59], [-0.07, 1.43, 1.40], [1.43, 0.37, 1.79], [-0.32, -0.21, 2.05], [2.38, -0.67, 0.16], [2.09, -0.23, -1.35], [1.48, -1.64, -0.75]], "mulliken_charge": [-1.051, -0.311, 0.370, -1.117, -0.365, 0.360, 0.223, 0.308, 0.427, 0.352, 0.320, 0.316, 0.404, 0.368, 0.398]}